No. 1
{
  "formula": "C21H41O3OsP3",
  "method": "ωB97M-V/def2-TZVPD",
  "multiplicity": 5,
  "charge": 4,
  "homo_lumo_gap_ev": [8.562, 5.458],
  "energy_ev": -58873.6968,
  "s2": 6.010,
  "de_lowest_kcal_mol": 0.0,
  "lumo_ha": [-0.399, -0.525],
  "elements": ["H", "H", "C", "C", "H", "H", "H", "C", "H", "H", "C", "C", "C", "H", "H", "H", "H", "C", "C", "C", "H", "H", "H", "H", "H", "H", "H", "H", "Os", "H", "O", "H", "H", "C", "P", "P", "H", "H", "H", "C", "H", "H", "C", "H", "H", "H", "C", "C", "C", "O", "H", "C", "C", "H", "C", "C", "C", "H", "H", "H", "H", "H", "H", "C", "O", "H", "H", "P", "H"],
  "positions_angstrom": [[2.9147, 0.7916, 4.4239], [3.6880, -0.0864, 2.4231], [0.8819, 6.3343, -0.0805], [2.1512, 0.1710, 3.9451], [-0.0935, 6.8221, -0.1275], [-0.0497, -1.4138, 3.6639], [1.4007, 6.6382, -0.9866], [0.1106, 4.2903, 1.6363], [1.8343, -0.5905, 4.6652], [-0.5985, -3.0915, 3.3424], [-2.3437, 0.5739, -0.0948], [1.7113, -0.1281, 1.5630], [2.7000, -0.4897, 2.6698], [-0.2261, -4.3263, -4.5863], [-0.8348, 2.2337, -2.6296], [-3.2955, -3.0959, 5.1863], [1.4180, 6.6995, 0.7981], [-0.5472, -2.3187, -1.2899], [-0.0980, -3.5814, -5.3856], [0.9629, 1.0270, 3.4657], [0.0217, 0.7674, 3.9839], [-2.6192, -3.7698, 2.3737], [2.0553, -0.3752, -5.5006], [-3.0162, -1.4553, -2.7331], [0.4955, -0.4890, -6.3855], [-2.2819, -2.4409, 1.1781], [-3.9396, -2.6286, 1.8451], [-0.7959, 4.8733, 1.8370], [-0.7500, -0.3775, -1.1666], [2.2140, 0.3166, 0.6941], [-0.5809, -3.4858, -1.2931], [-0.0896, 3.2276, 1.8192], [-1.0845, -3.2564, -5.7421], [-2.8059, -0.5338, -0.7996], [0.7759, -2.1745, -4.6600], [-2.4617, -1.4933, 3.4188], [1.1481, 2.1011, 3.6279], [-4.5208, -1.8610, 4.6612], [0.9088, 4.6293, 2.3157], [1.3343, -1.0595, -5.9687], [2.7578, -3.4175, -4.9658], [-2.5173, 0.6369, 0.9781], [-3.4604, -2.0453, 4.8895], [-3.1660, -1.3653, 5.7015], [2.1929, -3.6114, -3.2620], [-0.8017, -2.3701, 4.9974], [-0.8142, -2.1763, 3.9131], [2.3503, -2.9013, -4.0889], [1.1056, -0.0713, -1.6939], [2.2264, 0.0825, -1.9767], [-3.2569, -1.3651, -0.2758], [2.2169, 3.7020, 0.0590], [-1.8081, 0.3157, -2.8331], [2.7933, -1.5719, 2.7789], [-2.6102, -0.6168, -2.1823], [-1.3874, 1.4474, -2.1285], [-1.5704, 1.5285, -0.7424], [2.6442, 3.5377, -0.9327], [2.0599, 2.7035, 0.4882], [-1.0616, 2.2957, -0.1595], [1.8240, -1.6671, -6.7304], [3.0363, -2.1096, -3.7511], [-1.5073, 0.1454, -3.8704], [-2.8674, -2.7257, 2.0833], [0.7480, 0.8333, 2.0441], [2.9276, 4.2595, 0.6886], [1.1488, -1.0069, 1.1979], [0.5848, 4.5306, -0.1350], [0.5181, -3.9712, -6.1987]],
  "lowdin_charge": [0.13, 0.13, -0.20, -0.13, 0.07, 0.01, 0.07, -0.23, 0.11, 0.07, -0.15, -0.23, -0.13, 0.07, 0.15, 0.10, 0.10, -0.23, -0.20, -0.19, 0.10, 0.10, 0.07, 0.16, 0.07, 0.01, 0.07, 0.07, 1.27, 0.08, 0.15, 0.02, 0.07, -0.21, 0.98, 1.10, 0.12, 0.07, 0.09, -0.20, 0.09, 0.13, -0.20, 0.07, 0.07, 0.08, -0.20, -0.20, -0.24, 0.14, 0.12, -0.21, -0.18, 0.12, -0.14, -0.14, -0.19, 0.05, 0.03, 0.09, 0.09, 0.06, 0.14, -0.23, -0.22, 0.10, 0.09, 1.09, 0.09]
}


No. 2
{
  "formula": "C39H75N5O9S2",
  "method": "ωB97M-V/def2-TZVPD",
  "smiles": "[H]/N=C(/N)NCCCC[C@H]1C(=O)NC[C@]1(CCCCCCCCCOC)CCCSC(=S)N1CCOCC1.CCOC(C)=O.CCOC(C)=O.CCOC(C)=O",
  "homo_lumo_gap_ev": 7.669,
  "energy_ev": -89201.5257,
  "de_lowest_kcal_mol": 130.7,
  "lumo_ha": -0.028,
  "elements": ["H", "H", "H", "H", "C", "H", "H", "C", "H", "C", "H", "H", "O", "H", "O", "C", "H", "C", "H", "H", "H", "C", "H", "H", "O", "H", "C", "H", "H", "C", "H", "C", "C", "H", "H", "H", "H", "N", "C", "N", "C", "H", "H", "C", "C", "H", "H", "H", "C", "O", "O", "C", "C", "C", "C", "C", "C", "C", "H", "S", "H", "O", "O", "H", "H", "H", "H", "H", "H", "H", "C", "H", "C", "C", "H", "H", "H", "H", "H", "H", "C", "C", "H", "H", "H", "C", "H", "C", "H", "H", "H", "H", "H", "H", "C", "H", "H", "C", "H", "H", "H", "C", "C", "H", "H", "H", "O", "C", "O", "H", "N", "C", "C", "N", "H", "H", "H", "H", "C", "N", "H", "H", "H", "H", "H", "S", "H", "H", "C", "C"],
  "positions_angstrom": [[-2.1102, 1.7704, -0.4105], [2.8867, 1.9229, -1.3000], [1.1208, 5.0872, -1.6696], [-5.7306, -7.7128, -1.9128], [1.1089, -2.1378, -0.8772], [-7.8032, -7.8557, 0.6059], [-3.5226, 7.6370, 1.8255], [-5.5627, -9.0915, -3.5268], [0.7360, 0.8075, -0.9620], [3.7661, 6.0619, -1.9385], [-3.2072, 2.7232, 2.0637], [3.5425, -8.4317, -1.5897], [-4.3356, -9.5612, -3.8054], [3.9170, 3.2404, 4.8280], [-6.5228, -9.8169, -3.6304], [1.8441, 4.2000, -1.6699], [-1.6281, -7.9505, -2.5877], [-2.2554, 6.4010, -0.0949], [-5.9359, -7.6230, 3.0201], [-9.2060, -4.4405, 1.5519], [5.1114, 3.1690, 6.2072], [1.2496, -5.0014, -1.6791], [4.2477, 2.7371, -0.5431], [1.8111, 4.0633, 1.9705], [0.3730, -7.2937, -1.8361], [-8.9812, -6.1311, 1.9111], [1.6149, -7.8118, -2.3330], [-8.7698, -5.5618, 0.2379], [-4.5664, 4.0423, 0.3705], [4.8251, 5.8958, -0.7236], [6.4423, 4.9639, -1.9157], [0.1171, -5.9873, -1.6418], [-8.6131, -5.3176, 1.2896], [1.3859, -8.7884, -2.7648], [4.3969, 6.4536, -2.8119], [4.6510, 6.6587, 0.0910], [-6.1073, -8.3012, 0.6403], [-0.2028, -2.5948, -0.3893], [7.3346, 5.8088, -0.0511], [1.3144, -1.7181, -2.2759], [0.2164, 6.0597, 1.6042], [2.8934, 4.7939, -3.5155], [4.0196, 3.9120, -2.3993], [3.1854, 2.4203, -0.3024], [6.4060, 5.1263, 2.3308], [0.8749, -4.0677, -2.0884], [6.3845, 3.7751, 0.4733], [-0.7924, -2.9189, -1.1730], [1.6669, 5.9907, 0.9065], [-1.0052, -5.6306, -1.3694], [5.9904, 3.5437, 4.2699], [5.4464, 4.0844, 3.0571], [-3.4932, 5.8139, 3.0749], [0.0747, 1.7133, -0.7260], [-1.2668, 1.0811, -0.0847], [-7.0021, -8.2062, 1.2596], [-6.7530, -7.2443, 2.4031], [-3.8881, 6.5717, 1.7344], [-2.8355, 3.9124, -0.1853], [-0.9253, 7.2898, 0.8224], [-4.9276, -7.0119, -3.3380], [-3.9462, 4.4298, 3.0050], [-6.7305, -3.8931, 1.2643], [-1.9768, 4.0588, 2.2941], [-0.2567, 2.2584, -1.6590], [-1.4582, -1.6969, 1.1959], [0.3878, 6.3755, 2.6805], [1.8558, -0.8422, -2.2976], [2.3283, 6.6754, 1.5432], [3.3860, 4.6610, 1.3168], [-3.0524, 3.8419, 2.0146], [5.9289, 6.1292, 2.1200], [-3.5054, 4.4024, 0.6000], [6.3382, 5.9157, -1.2857], [-4.0991, 6.2763, 3.9267], [4.6743, 4.8215, -0.3656], [0.0604, -0.8260, 0.7421], [-3.3700, -7.8039, -4.4021], [-2.3281, -9.4879, -2.0413], [-6.6487, -7.2795, -3.3770], [-1.5517, -0.3819, -0.6922], [3.1748, 4.6630, -2.4130], [1.6826, 6.4289, -0.1316], [1.6166, -4.8346, -0.6660], [5.0551, 1.8193, 4.9929], [-3.1595, -8.7426, -3.8840], [0.0859, 3.0635, 1.0006], [4.9780, 2.9580, 5.1011], [-2.6581, -0.6463, -0.6715], [-0.3074, 5.0593, 1.6194], [4.4962, 4.6612, 3.3453], [0.4142, -1.5538, -2.7369], [-2.4508, -9.2879, -4.5108], [8.4219, 5.6834, -0.3783], [-2.5508, -8.5279, -2.5138], [5.1123, 3.3048, 2.3015], [-7.6170, -7.1443, 3.0641], [1.6490, 1.4806, 1.1742], [-5.0310, 6.6328, 1.7246], [1.9979, -7.1955, -3.1493], [8.0113, 4.1075, 1.2029], [-5.7096, -7.6899, -3.0034], [0.8693, 2.6101, 0.3250], [1.9067, -2.3183, 0.8358], [-3.2348, -7.9993, -1.8474], [7.2691, 5.3238, 3.0557], [-6.3264, -5.9645, 1.9168], [2.0524, 3.5750, -0.2251], [1.2665, 0.8586, 2.1718], [1.3488, 3.4314, -2.3577], [2.9879, 1.2694, 0.6432], [-7.1623, -4.9924, 1.5122], [2.6198, -7.9859, -1.2129], [-3.4906, 5.8840, 0.4781], [2.2112, -8.6307, -0.4317], [3.0854, 0.3611, 0.1595], [2.0742, -5.3039, -2.3210], [6.5399, 6.8011, -1.9602], [7.0222, 4.5988, 0.9473], [2.1744, -2.0298, -0.1188], [2.8649, -7.0330, -0.7402], [-7.2733, -9.1936, 1.6386], [7.2917, 6.7739, 0.5425], [2.9930, 6.8642, -1.7406], [-1.1896, 1.0268, 1.0473], [-2.0128, 6.1323, -1.7409], [-2.4056, 5.9113, 3.3748], [-1.2054, -0.4849, -1.7646], [2.2858, 4.5279, 1.0373], [-0.8154, -1.4115, 0.2981]],
  "lowdin_charge": [0.09, 0.12, 0.10, 0.08, -0.52, 0.07, 0.11, -0.53, 0.10, -0.19, 0.13, 0.08, 0.00, 0.09, 0.09, -0.13, 0.05, -1.00, 0.12, 0.09, 0.09, 0.01, 0.11, 0.13, -0.03, 0.07, -0.23, 0.10, 0.14, -0.20, 0.12, -0.51, 0.01, 0.12, 0.10, 0.11, 0.07, 0.01, -0.22, 0.09, -0.45, 0.12, 0.10, -0.14, -0.16, 0.05, 0.10, 0.11, -0.22, 0.10, -0.21, -0.24, -0.18, -0.13, -0.18, -0.06, -0.23, -0.17, 0.09, 0.81, 0.07, -0.16, 0.10, 0.11, 0.12, 0.14, 0.09, 0.08, 0.11, 0.09, -0.17, 0.10, -0.15, -0.20, 0.14, 0.07, 0.09, 0.11, 0.09, 0.09, -0.16, -0.19, 0.08, 0.10, 0.10, -0.23, 0.12, -0.12, 0.11, 0.04, 0.11, 0.07, 0.12, 0.11, -0.06, 0.12, 0.11, -0.39, 0.14, 0.12, 0.11, 0.01, -0.15, 0.07, 0.07, 0.12, 0.00, -0.30, 0.05, 0.11, 0.07, -0.53, -0.06, -0.19, 0.09, 0.10, 0.08, 0.11, -0.20, 0.11, 0.07, 0.08, 0.11, 0.10, 0.11, 0.62, 0.12, 0.09, -0.13, -0.19]
}


No. 3
{
  "formula": "C32H31BrN5O13PS",
  "method": "ωB97M-V/def2-TZVPD",
  "homo_lumo_gap_ev": 6.628,
  "energy_ev": -157902.4753,
  "lumo_ha": -0.039,
  "elements": ["H", "O", "N", "H", "H", "H", "O", "H", "N", "C", "O", "C", "C", "N", "H", "C", "H", "O", "N", "O", "C", "C", "C", "H", "C", "C", "S", "C", "C", "H", "H", "P", "H", "N", "H", "Br", "C", "O", "C", "C", "C", "H", "H", "C", "H", "C", "H", "H", "C", "O", "O", "H", "H", "H", "C", "H", "C", "O", "C", "H", "O", "C", "O", "C", "H", "O", "H", "C", "H", "H", "C", "H", "H", "C", "H", "C", "H", "C", "O", "H", "C", "C", "C", "C"],
  "positions_angstrom": [[11.8872, 4.2606, 0.2131], [-6.5901, -1.4021, 8.6885], [-6.0166, -1.3908, 7.5891], [-2.4766, -3.2513, -3.4573], [-7.3370, -5.1715, 4.0554], [-4.8757, -4.8384, 0.6040], [-5.1719, -0.5509, 7.2471], [-4.8466, -3.9250, -3.6380], [-6.4221, -4.8583, -1.6304], [-1.0526, 1.4849, -6.7183], [-0.9315, -0.9193, 3.2272], [8.8418, 3.6572, -1.1832], [-7.6891, -4.3715, 6.0253], [-1.6726, -0.2841, 3.9910], [-1.3025, -3.3790, -1.2766], [-7.0603, -4.4073, 4.7797], [1.0447, 2.3523, -9.2582], [-6.9578, -4.8210, -2.7474], [6.7676, 2.7814, -0.1407], [-2.3472, -0.7929, 4.8986], [-6.0794, -3.4679, 4.4570], [-1.7536, 1.1706, 3.8122], [-6.3660, -2.4411, 6.6250], [-0.5242, 3.6594, 1.8422], [8.8256, 3.1442, 1.1970], [-1.0246, 1.7857, 2.7857], [1.3076, -0.6935, -2.7831], [-3.0237, -4.1134, -0.2078], [8.1691, 3.2057, -0.0399], [5.4666, 0.9300, -2.3830], [8.3140, 2.8013, 2.0936], [3.7899, -0.8318, -1.6532], [10.6861, 3.4758, 2.2360], [0.6198, 4.4657, -5.1545], [10.7130, 4.3883, -1.9677], [-0.3776, -0.5684, -0.3775], [-2.3491, -3.6705, -1.3465], [6.2017, 2.4061, 0.8969], [0.2705, 3.4154, -6.1185], [-1.8732, 3.9350, 3.5010], [-1.0888, 3.1722, 2.6341], [4.7213, 1.3002, -0.6875], [-3.1260, 1.4679, 5.4749], [5.1905, 0.4329, -1.3602], [-7.8430, -3.3751, 7.9220], [-4.3640, -4.4954, -0.2926], [-3.2147, 3.9200, 5.1885], [-2.5035, -4.1638, 0.7463], [10.1812, 4.0393, -1.0853], [2.9968, -0.6252, -3.1901], [1.4646, 5.3056, -5.4964], [6.1284, -0.0487, -0.8209], [-4.9636, -1.7525, 5.1104], [-0.7005, 0.6850, -8.6882], [-2.5504, 1.9329, 4.6775], [-1.8150, 0.7484, -6.4736], [-0.7072, 2.4670, -5.7879], [0.8925, -2.1582, -3.0635], [-2.6044, 3.3189, 4.5178], [3.9853, -3.3494, -2.2170], [6.2319, 2.8186, -1.2577], [-5.0206, -4.4339, -1.5295], [1.2910, -0.3493, -1.1014], [10.8406, 3.9692, 0.1431], [5.4677, -2.7758, -1.0765], [0.0464, 4.4543, -4.0550], [1.6729, 4.1040, -7.6332], [-3.0084, -3.6003, -2.5749], [-1.2066, 2.4814, -4.8215], [8.3430, 3.7146, -2.1484], [-0.4238, 1.4492, -7.9638], [-1.9141, 5.0166, 3.3839], [-8.4515, -5.1080, 6.2699], [-4.3479, -3.9824, -2.6728], [-5.5918, -3.5041, 3.4854], [-7.3437, -3.3895, 6.9557], [-0.4061, 1.2056, 2.1040], [10.1659, 3.5262, 1.2819], [-6.9880, -5.2335, -0.5928], [3.7084, -3.0072, -0.3844], [0.5570, 2.3886, -8.2865], [0.9089, 3.3772, -7.3653], [-5.7276, -2.4793, 5.3782], [4.3334, -2.6339, -1.3302]],
  "lowdin_charge": [0.11, 0.06, -0.32, 0.11, 0.11, 0.11, 0.06, 0.12, -0.33, -0.07, 0.04, 0.00, -0.07, -0.32, 0.07, -0.07, 0.11, 0.06, -0.31, 0.06, -0.06, -0.14, -0.14, 0.11, 0.00, -0.01, 0.86, -0.06, -0.14, 0.06, 0.12, 0.85, 0.11, -0.33, 0.11, 0.77, -0.09, 0.06, -0.14, -0.07, -0.06, 0.06, 0.12, -0.30, 0.12, 0.00, 0.11, 0.11, -0.07, -0.60, 0.06, 0.08, 0.11, 0.11, 0.00, 0.11, 0.00, -0.49, -0.07, 0.07, 0.01, -0.15, -1.04, -0.07, 0.04, 0.06, 0.12, -0.06, 0.12, 0.12, -0.07, 0.11, 0.11, 0.00, 0.10, 0.00, 0.08, -0.07, 0.05, 0.06, -0.07, 0.00, 0.01, -0.30]
}


No. 4
{
  "formula": "C4H12N2O",
  "method": "ωB97M-V/def2-TZVPD",
  "smiles": "CNC[C@H](N)CO",
  "homo_lumo_gap_ev": 10.033,
  "energy_ev": -9368.5777,
  "de_lowest_kcal_mol": 60.3,
  "lumo_ha": 0.034,
  "elements": ["H", "H", "C", "C", "H", "C", "H", "H", "H", "N", "C", "H", "H", "H", "O", "N", "H", "H", "H"],
  "positions_angstrom": [[-0.9209, -1.0513, -0.8575], [0.5517, 1.1916, 1.8822], [-0.0770, -0.8574, -0.2083], [-1.3876, 1.1224, 0.5082], [-0.2185, -1.3259, 0.7291], [-0.0458, 0.6685, -0.0286], [1.2555, 2.0701, 0.6839], [-0.8915, 2.9869, -0.1772], [1.0127, -3.6497, 0.0928], [1.0472, 1.1107, 0.9224], [0.9342, -3.0548, -0.8451], [0.0889, 1.0602, -1.0381], [-1.3103, 0.8570, 1.5973], [1.7409, -3.4341, -1.3283], [-1.5770, 2.6198, 0.3659], [1.0879, -1.4915, -0.8474], [0.1288, -3.3951, -1.3884], [-2.2425, 0.4826, 0.0925], [1.9321, -1.3578, -0.2986]],
  "lowdin_charge": [0.11, 0.10, -0.25, -0.19, 0.10, -0.39, 0.05, 0.05, 0.09, 0.04, -0.09, 0.14, 0.12, 0.02, -0.08, -0.08, 0.04, 0.13, 0.08]
}